Record 1
Formula: C7H5AgNO4S
Source: the Open Molecules 2025 dataset
Level of theory: wB97M-V/def2-TZVPD

Computed properties:
HOMO level (alpha / beta) = 2.12 / -0.50 eV
Kohn-Sham gap (alpha / beta) = 3.5 / 6.1 eV
2S+1 = 2
total charge = -2
<S²> = 0.76
energy = -1170.55826 hartree
ΔE to the lowest compared entry with this formula, charge and spin = 2.6 kcal/mol
molecular weight = 307.1 g/mol

The geometry in XYZ format:
```
19
Properties=species:S:1:pos:R:3:forces:R:3
Ag -1.4558 1.1385 -0.6331 0.00 0.09 0.05
O 0.6795 0.3373 -0.7751 0.05 0.01 -0.01
N 1.0947 -0.3500 0.3096 0.00 0.00 -0.01
C 2.3852 -0.8872 0.2036 -0.01 0.00 0.02
C 2.9259 -1.6387 1.2134 0.03 -0.02 0.01
C 2.2112 -1.8894 2.3850 -0.03 0.03 -0.03
C 0.9009 -1.3099 2.4719 0.01 -0.02 0.04
C 0.3558 -0.5524 1.4528 -0.06 0.05 -0.05
S -1.2525 0.1487 1.6236 0.05 -0.03 -0.02
H 2.8777 -0.6441 -0.7238 0.00 0.00 0.00
H 3.9298 -2.0305 1.0724 0.00 0.00 0.00
H 2.6236 -2.4814 3.1922 0.00 0.00 0.00
H 0.2895 -1.4441 3.3546 0.00 0.00 0.00
O -3.0021 3.9336 -3.7158 0.01 -0.01 0.01
C -2.5530 3.0110 -3.0176 -0.01 0.01 -0.02
O -2.2819 3.0200 -1.7871 0.02 -0.05 0.05
H -2.3649 2.0357 -3.5389 0.00 0.00 0.00
O -4.1992 -0.3986 -1.4280 0.02 0.04 0.04
C -3.1642 0.0015 -1.6598 -0.07 -0.08 -0.09
```
Positions in Å, forces in eV/Å.

Record 2
Formula: C9H36N18O9
Source: the Open Molecules 2025 dataset
Level of theory: wB97M-V/def2-TZVPD

Computed properties:
HOMO level = -8.86 eV
Kohn-Sham gap = 9.1 eV
total charge = 0
energy = -2027.64773 hartree
SMILES = NC(N)=O.NC(N)=O.NC(N)=O.NC(N)=O.NC(N)=O.NC(N)=O.NC(N)=O.NC(N)=O.NC(N)=O
ΔE to the lowest compared entry with this formula, charge and spin = 46.8 kcal/mol
molecular weight = 540.5 g/mol

The geometry in XYZ format:
```
72
Properties=species:S:1:pos:R:3:forces:R:3
C -1.3267 -3.4834 -1.2798 0.01 -1.19 3.04
O -0.6841 -3.2962 -0.2489 0.75 0.37 1.38
N -2.3794 -4.3187 -1.1528 -0.38 -0.13 -0.06
N -0.9023 -2.8964 -2.3488 0.31 1.28 -3.38
H -2.7753 -4.8010 -1.9342 -0.14 -0.28 -0.04
H -2.2685 -4.7583 -0.2376 -0.57 -0.20 -0.76
H -0.1757 -2.2477 -2.1375 0.50 0.39 -0.12
H -1.4190 -2.7088 -3.1850 -0.33 -0.25 -0.08
C 0.5484 -1.3820 3.6758 1.30 0.49 1.81
O 1.3892 -1.1146 2.8556 1.88 -0.23 -1.86
N -0.6607 -0.8980 3.5561 -2.38 0.27 -0.79
N 0.9064 -1.9587 4.8402 1.71 -0.22 -0.61
H -1.3607 -1.2910 4.1698 -0.43 0.18 -0.64
H -0.7719 -0.8083 2.5444 -1.30 0.29 0.43
H 1.9038 -2.1253 4.7581 -0.35 -0.48 0.95
H 0.3199 -2.2728 5.5660 -0.39 -0.35 0.59
C 3.6701 0.0357 -1.0606 -0.68 -0.37 0.69
O 4.0473 -0.2413 0.0500 1.28 -0.44 2.76
N 3.2586 1.2601 -1.3294 -0.51 2.85 0.50
N 3.5754 -0.9460 -1.9303 -0.02 -1.85 -2.39
H 2.5116 1.5625 -1.9387 -0.06 -0.66 -0.45
H 3.2021 1.6896 -0.4077 -0.07 0.52 -0.36
H 3.6899 -0.7719 -2.9046 -0.14 0.19 -0.53
H 4.0600 -1.7538 -1.5900 -0.05 -0.42 -0.07
C 3.7723 -3.9008 0.6109 0.45 -0.87 0.27
O 3.7536 -5.0754 0.2938 0.45 -0.79 -0.37
N 2.6393 -3.1746 0.5315 -0.26 0.92 0.48
N 4.9285 -3.2762 1.0556 -1.53 0.92 -0.39
H 2.5531 -2.3946 1.1783 -0.35 -0.06 -0.25
H 1.8609 -3.7995 0.4133 -0.48 0.31 0.11
H 4.7793 -2.2473 0.9701 1.18 -0.88 -0.12
H 5.6917 -3.7719 0.6144 0.38 0.69 0.24
C -0.2183 1.7594 -3.9321 2.94 -1.34 2.15
O 0.7628 1.8302 -3.1701 -0.15 0.11 0.89
N -0.2235 2.6857 -4.8688 0.08 1.82 -2.24
N -1.0441 0.7413 -3.7747 -1.23 -0.82 0.02
H 0.7427 2.9987 -4.9161 -0.48 0.41 -0.25
H -0.6727 2.6126 -5.7577 -0.49 -0.25 -0.22
H -1.0361 0.3765 -2.8213 -0.40 -0.17 -0.26
H -1.7085 0.4269 -4.4534 -0.33 0.24 0.07
C 1.8610 3.2265 2.5519 -0.16 -1.67 -4.00
O 1.9224 2.2909 1.6879 0.30 1.79 1.80
N 1.3335 3.0052 3.7497 0.08 0.08 1.70
N 2.2011 4.4792 2.1862 0.41 1.49 0.20
H 1.3185 2.0106 3.9081 -0.27 -0.11 0.42
H 1.5935 3.6092 4.5315 -0.19 -0.46 -0.45
H 1.9287 5.3503 2.6224 -0.12 -0.62 0.46
H 2.5984 4.6383 1.2831 0.00 -0.53 -0.33
C -3.9265 -1.0340 1.4683 -0.16 1.20 -0.72
O -4.6448 -1.4116 2.3453 -1.20 -1.33 1.82
N -4.1823 0.1664 0.8412 0.47 1.62 -0.11
N -2.8527 -1.6793 1.0133 0.72 -0.47 -0.33
H -4.7410 0.7410 1.4609 -0.21 -0.20 -0.07
H -3.3120 0.6662 0.6633 -0.17 -0.08 -0.57
H -2.4234 -1.3710 0.1388 -0.09 -0.31 0.36
H -2.8154 -2.6207 1.3550 0.50 -0.24 -0.33
C -3.2942 3.5090 -1.2610 1.10 0.92 2.28
O -2.5317 3.9920 -0.4040 -0.64 -0.42 -0.64
N -2.9222 3.3824 -2.5164 0.87 0.07 -1.75
N -4.5458 3.1051 -0.9633 -0.83 -0.02 2.05
H -2.0292 3.8502 -2.6084 -0.17 -0.11 -0.94
H -3.6491 3.4263 -3.2173 0.51 0.06 -0.12
H -4.5705 3.1598 0.0716 -0.64 -0.35 -0.99
H -4.8071 2.2085 -1.3382 -0.16 -0.19 0.03
C -0.7130 0.4996 -0.2183 1.05 1.08 0.22
O -1.6959 0.2230 -0.9019 -1.50 -0.76 -1.04
N -0.4814 1.7770 0.1399 0.01 0.55 -0.01
N 0.1468 -0.4264 0.1850 1.24 -0.73 0.73
H -1.0153 2.4658 -0.3544 -0.42 0.18 -0.03
H 0.4070 2.1205 0.4666 0.34 -0.44 0.39
H -0.0536 -1.4070 0.0457 -0.14 -0.14 -0.10
H 0.9566 -0.2176 0.7637 -0.29 0.13 -0.04
```
Positions in Å, forces in eV/Å.

Record 3
Formula: C4H7BrO3
Source: the Open Molecules 2025 dataset
Level of theory: wB97M-V/def2-TZVPD

Computed properties:
HOMO level (alpha / beta) = -8.09 / -8.09 eV
Kohn-Sham gap (alpha / beta) = 8.4 / 8.4 eV
total charge = 0
energy = -2956.21519 hartree
ΔE to the lowest compared entry with this formula, charge and spin = 88.1 kcal/mol
molecular weight = 183.0 g/mol

The geometry in XYZ format:
```
15
Properties=species:S:1:pos:R:3:forces:R:3
C -1.0351 -0.1227 -0.6739 -0.82 1.35 -1.91
C -1.2233 -1.1867 0.3426 4.06 0.30 0.44
C 0.3794 0.4302 -0.5159 2.06 0.60 0.90
C 0.6841 -0.1044 0.9503 -4.25 0.11 -0.49
O 1.4836 0.0463 -1.3033 -1.09 0.56 -1.03
O 0.4042 1.8802 -0.5646 -0.53 -1.90 -0.05
O 0.2704 0.7503 1.9163 0.87 -0.07 0.65
Br 2.3398 -0.7089 1.4086 1.36 -0.85 0.24
H -1.2529 -0.4642 -1.7468 0.19 0.72 1.36
H -1.5755 0.8306 -0.4603 -0.41 -0.94 -0.34
H -1.9904 -1.3717 1.0502 -0.80 0.68 0.52
H -0.7728 -2.1120 0.0659 0.13 -0.73 -0.40
H 1.6893 -0.8782 -1.1987 0.02 -0.56 0.15
H 1.2362 2.0935 -0.9898 0.32 0.18 -0.06
H -0.6371 0.9176 1.7195 -1.12 0.56 0.03
```
Positions in Å, forces in eV/Å.

Record 4
Formula: C21H28N4O3S
Source: the Open Molecules 2025 dataset
Level of theory: wB97M-V/def2-TZVPD

Computed properties:
HOMO level = -7.67 eV
Kohn-Sham gap = 8.0 eV
total charge = 0
energy = -1660.03658 hartree
SMILES = CC[C@H](C)NC(=O)CCCCCn1c(=S)[nH]c2c([nH]c3ccc(OC)cc32)c1=O
ΔE to the lowest compared entry with this formula, charge and spin = 20.8 kcal/mol
molecular weight = 416.5 g/mol

The geometry in XYZ format:
```
57
Properties=species:S:1:pos:R:3:forces:R:3
C 1.8044 -5.3998 -1.5375 0.17 0.17 0.11
C 2.4800 -4.0616 -1.2623 -0.24 -0.09 -0.29
H 3.5403 -4.1300 -1.5105 0.07 0.05 0.04
C 1.8666 -2.9105 -2.0723 0.43 0.09 0.40
N 0.4649 -2.7303 -1.7079 0.00 -0.23 -0.46
C 0.0028 -2.1867 -0.5667 -0.70 -0.40 -0.23
O 0.7081 -1.6505 0.2683 0.29 0.17 0.37
C -1.5073 -2.3044 -0.3889 0.00 0.27 0.18
H -1.8901 -3.1760 -0.9241 -0.02 -0.04 0.01
C -2.2483 -1.0440 -0.8514 0.11 -0.20 -0.18
C -2.2306 -0.8707 -2.3709 -0.13 0.14 0.09
C -2.9075 0.4247 -2.8400 0.26 0.00 -0.01
C -1.9474 1.6114 -2.9553 -0.32 -0.16 -0.65
N -1.3613 1.9700 -1.6736 0.08 0.17 0.27
C -2.0632 2.8081 -0.8490 -0.26 0.39 0.29
S -3.5058 3.4977 -1.2647 -0.59 0.31 -0.09
N -1.5385 3.0946 0.3728 0.13 -0.10 -0.05
C -0.4159 2.4625 0.8314 0.68 -0.81 -0.61
C 0.2769 1.6032 -0.0107 -0.45 0.52 0.39
N 1.3376 1.0595 0.6602 0.23 0.01 -0.26
C 1.3104 1.5249 1.9405 -0.40 0.48 0.03
C 2.1510 1.2450 3.0159 0.00 0.02 0.22
C 1.9147 1.8883 4.2033 -0.02 -0.03 -0.07
C 0.8591 2.8138 4.3580 -0.19 0.10 -0.16
C 0.0147 3.0994 3.3054 0.08 0.08 0.36
C 0.2402 2.4464 2.0880 0.35 -0.36 -0.06
H -0.7995 3.8005 3.3952 -0.07 0.09 0.11
O 0.7704 3.3656 5.6020 0.22 -0.20 -0.04
C -0.2558 4.2937 5.8505 -0.13 0.12 0.03
H -0.1652 5.1756 5.2076 -0.01 -0.04 0.00
H -1.2455 3.8449 5.7152 0.03 0.01 -0.02
H -0.1373 4.5941 6.8902 -0.05 0.01 -0.08
H 2.5352 1.7051 5.0659 0.10 -0.04 0.09
H 2.9592 0.5385 2.9144 0.12 -0.07 0.03
H 1.8037 0.2203 0.3469 -0.12 -0.03 0.04
C -0.1226 1.3816 -1.3710 0.34 0.09 0.19
O 0.4939 0.7509 -2.2094 0.05 -0.09 0.12
H -2.0680 3.7277 0.9554 -0.02 -0.12 -0.22
H -1.1198 1.3616 -3.6218 -0.12 0.06 0.10
H -2.4826 2.4815 -3.3409 0.18 -0.11 0.08
H -3.7229 0.6873 -2.1632 -0.08 0.03 -0.07
H -3.3372 0.2718 -3.8312 -0.06 0.05 -0.02
H -1.2008 -0.8813 -2.7305 -0.02 -0.09 -0.07
H -2.7515 -1.7227 -2.8161 0.02 -0.07 -0.01
H -1.7947 -0.1843 -0.3581 -0.09 0.02 0.10
H -3.2868 -1.1055 -0.5150 0.03 0.07 0.04
H -1.6901 -2.4422 0.6786 0.08 -0.10 -0.06
H -0.2074 -3.1573 -2.3233 -0.04 0.06 0.15
C 2.6756 -1.6281 -1.8950 -0.11 -0.07 -0.19
H 2.9040 -1.4738 -0.8444 0.06 0.02 0.05
H 3.6083 -1.7041 -2.4480 0.13 -0.04 -0.05
H 2.1115 -0.7753 -2.2624 0.07 0.07 0.00
H 1.8641 -3.1814 -3.1343 -0.03 0.01 0.10
H 2.3943 -3.8178 -0.2020 0.09 0.09 0.02
H 2.2917 -6.1912 -0.9732 -0.02 -0.14 0.02
H 0.7571 -5.3716 -1.2442 -0.11 -0.06 0.01
H 1.8624 -5.6492 -2.5955 -0.02 -0.09 -0.12
```
Positions in Å, forces in eV/Å.